{"formula": "C65H159N9O14", "method": "ωB97M-V with the def2-TZVPD basis set", "elements": ["C", "O", "C", "C", "N", "H", "H", "C", "C", "O", "C", "H", "H", "H", "H", "H", "H", "H", "H", "H", "H", "H", "H", "H", "H", "C", "O", "C", "C", "N", "H", "H", "C", "C", "O", "C", "H", "H", "H", "H", "H", "H", "H", "H", "H", "H", "H", "H", "H", "H", "C", "O", "C", "C", "N", "H", "H", "C", "C", "O", "C", "H", "H", "H", "H", "H", "H", "H", "H", "H", "H", "H", "H", "H", "H", "C", "O", "C", "C", "N", "H", "H", "C", "C", "O", "C", "H", "H", "H", "H", "H", "H", "H", "H", "H", "H", "H", "H", "H", "H", "C", "O", "C", "C", "N", "H", "H", "C", "C", "O", "C", "H", "H", "H", "H", "H", "H", "H", "H", "H", "H", "H", "H", "H", "H", "C", "O", "C", "C", "N", "H", "H", "C", "C", "O", "C", "H", "H", "H", "H", "H", "H", "H", "H", "H", "H", "H", "H", "H", "H", "C", "C", "C", "N", "C", "C", "C", "C", "C", "C", "H", "H", "H", "H", "H", "H", "H", "H", "H", "H", "H", "H", "H", "H", "H", "H", "H", "H", "H", "H", "C", "C", "C", "N", "C", "C", "C", "C", "C", "C", "H", "H", "H", "H", "H", "H", "H", "H", "H", "H", "H", "H", "H", "H", "H", "H", "H", "H", "H", "H", "C", "C", "C", "N", "C", "C", "C", "C", "C", "C", "H", "H", "H", "H", "H", "H", "H", "H", "H", "H", "H", "H", "H", "H", "H", "H", "H", "H", "H", "H", "C", "C", "O", "O", "H", "H", "H"], "coordinates": [[2.20255, -4.61506, 0.90394], [2.87321, -5.48770, 0.00996], [3.32276, -6.76501, 0.51981], [4.37587, -6.67415, 1.56788], [5.71075, -6.23651, 1.01725], [6.03525, -6.84880, 0.26797], [5.55232, -5.31973, 0.60182], [6.81283, -6.02962, 2.07405], [6.70202, -6.91331, 3.29195], [6.73042, -8.23447, 2.82814], [6.77634, -9.25822, 3.81771], [2.43283, -4.64687, 1.97399], [1.15675, -4.95349, 0.86446], [2.24595, -3.58946, 0.54391], [3.68065, -7.33553, -0.33775], [2.46813, -7.32364, 0.91217], [4.45929, -7.66171, 2.02412], [4.11512, -5.99251, 2.37574], [6.70039, -4.99090, 2.38748], [7.71778, -6.13560, 1.47991], [5.80135, -6.65898, 3.86587], [7.57513, -6.76957, 3.94022], [6.36528, -9.01933, 4.80458], [7.82361, -9.39530, 4.12512], [6.40398, -10.11976, 3.27150], [-4.80519, -1.11054, -6.66975], [-3.94784, -0.04096, -7.16207], [-4.31481, 1.21818, -6.69171], [-3.15029, 2.23330, -6.77438], [-1.85237, 1.45140, -6.48505], [-2.04307, 0.54128, -6.92691], [-1.10819, 1.89848, -7.01896], [-1.44474, 1.46190, -5.04058], [-0.44795, 0.35319, -4.71566], [-1.10052, -0.86102, -4.97051], [-0.75073, -1.94656, -4.13158], [-4.53079, -2.00183, -7.22583], [-5.83182, -0.81665, -6.87333], [-4.52439, -1.26056, -5.62623], [-4.92214, 1.28255, -5.78501], [-4.97436, 1.60688, -7.48186], [-3.23267, 3.12859, -6.16865], [-3.06390, 2.47212, -7.83267], [-2.31140, 1.12585, -4.46888], [-1.11514, 2.46378, -4.78504], [-0.18960, 0.40300, -3.65169], [0.48651, 0.45215, -5.28226], [-1.58398, -2.63474, -4.00217], [-0.48041, -1.60577, -3.12602], [0.10178, -2.46786, -4.57370], [4.92347, 3.06441, -1.66381], [4.49910, 4.30492, -2.16506], [5.10851, 5.47183, -1.64076], [5.93107, 6.39693, -2.53062], [5.34315, 6.50773, -3.94542], [5.99183, 7.12469, -4.44381], [5.41147, 5.61155, -4.43160], [3.92032, 6.99699, -4.12713], [3.54791, 7.06042, -5.60555], [3.90633, 5.89208, -6.29375], [2.92288, 4.85249, -6.27922], [5.84179, 2.63828, -2.08322], [4.18513, 2.29162, -1.88502], [5.08228, 3.04307, -0.58145], [5.76487, 5.18552, -0.81300], [4.33550, 6.07382, -1.15279], [6.87599, 5.94937, -2.84541], [6.12748, 7.36734, -2.08395], [3.87713, 7.98957, -3.67884], [3.29629, 6.34428, -3.51750], [4.10638, 7.90924, -6.00741], [2.52009, 7.42011, -5.70021], [2.09900, 5.12524, -6.93590], [2.60127, 4.65697, -5.24920], [3.49228, 3.97980, -6.59378], [2.01124, -9.55006, 4.62695], [1.34063, -8.32648, 4.33303], [0.27847, -8.52924, 3.39587], [-0.43749, -7.20916, 3.26748], [-0.87299, -6.79856, 4.65469], [-1.51180, -7.49462, 5.04926], [-0.05565, -6.72376, 5.26389], [-1.77723, -5.56561, 4.75757], [-1.05854, -4.27040, 4.38056], [-0.81858, -4.13417, 2.99847], [-0.34046, -2.82320, 2.71666], [1.29822, -10.30423, 4.96401], [2.67954, -9.34681, 5.46306], [2.61934, -9.88653, 3.78342], [-0.41262, -9.30434, 3.73462], [0.77440, -8.79232, 2.46011], [-1.28589, -7.18184, 2.58667], [0.24942, -6.46948, 2.85855], [-1.99872, -5.47823, 5.82130], [-2.66069, -5.81630, 4.17618], [-0.21982, -4.11139, 5.06994], [-1.75938, -3.49971, 4.73699], [0.54823, -2.50409, 3.26535], [-1.11380, -2.05181, 2.81174], [-0.10547, -2.74096, 1.65360], [4.06186, -1.05805, -5.77849], [2.86752, -1.03848, -6.55804], [3.15940, -0.35093, -7.79825], [2.00398, -0.56230, -8.76844], [1.92025, -2.03313, -9.01851], [2.81144, -2.29656, -9.43776], [1.82630, -2.46989, -8.09363], [0.72880, -2.47698, -9.85596], [-0.57378, -2.54886, -9.08546], [-0.32858, -3.03357, -7.77947], [-1.48991, -3.57477, -7.19556], [4.84697, -1.71557, -6.15837], [3.70575, -1.28850, -4.77596], [4.56044, -0.08364, -5.71809], [4.15282, -0.69914, -8.08546], [3.19079, 0.72180, -7.58378], [2.23864, -0.11414, -9.73283], [1.06472, -0.23527, -8.33189], [1.03721, -3.38032, -10.37308], [0.61882, -1.66264, -10.57386], [-1.21775, -3.22443, -9.65953], [-1.14400, -1.61302, -9.05076], [-1.90097, -4.32108, -7.88113], [-2.26374, -2.86693, -6.88113], [-1.32087, -4.16393, -6.29230], [-5.27101, 5.92275, 0.47773], [-4.10808, 5.11385, 0.70696], [-4.36926, 3.75164, 0.87881], [-3.00374, 3.08546, 0.89967], [-2.38998, 3.11260, -0.48881], [-1.76745, 2.29313, -0.60754], [-3.19573, 2.92305, -1.08919], [-1.79333, 4.40414, -1.01960], [-1.16659, 4.29201, -2.44250], [-0.15872, 3.28104, -2.59391], [1.04502, 3.54045, -1.89108], [-5.95839, 5.79993, 1.31709], [-5.73838, 5.59533, -0.45546], [-4.98748, 6.96514, 0.37335], [-5.03957, 3.33639, 0.11009], [-4.86680, 3.64881, 1.85363], [-3.11119, 2.03849, 1.17817], [-2.36989, 3.53094, 1.66068], [-1.10795, 4.68882, -0.22602], [-2.62726, 5.09638, -1.10526], [-0.70711, 5.26226, -2.63689], [-1.88589, 4.01966, -3.21079], [1.74334, 2.75873, -2.18848], [0.86514, 3.44767, -0.81517], [1.51794, 4.50339, -2.10906], [-3.14730, -3.95442, 1.05879], [-3.56221, -2.61169, 0.46727], [-4.95822, -2.24567, 0.88931], [-5.69540, -1.09930, 0.17573], [-6.05971, -1.55943, -1.21735], [-7.15005, -2.63506, -1.32002], [-8.37130, -2.33018, -0.43503], [-7.93220, -1.84043, 0.94119], [-6.95115, -0.68032, 0.97928], [-4.74479, 0.05493, 0.03939], [-3.17742, -3.84275, 2.14360], [-2.14737, -4.22687, 0.72438], [-3.74533, -4.84010, 0.82940], [-3.34961, -2.56283, -0.60537], [-2.79953, -1.91331, 0.83263], [-5.01363, -2.11202, 1.97188], [-5.60932, -3.10679, 0.73840], [-5.14344, -1.85510, -1.72568], [-6.46042, -0.68954, -1.74477], [-6.75243, -3.61372, -1.03549], [-7.42435, -2.73293, -2.36983], [-8.95581, -3.22227, -0.22662], [-8.92490, -1.56024, -0.97465], [-7.60565, -2.70535, 1.52827], [-8.84376, -1.64485, 1.51412], [-6.58060, -0.57597, 1.99689], [-7.23888, 0.24507, 0.48718], [-3.93942, -0.29779, -0.59980], [-4.45285, 0.40410, 1.02576], [-5.26528, 0.88161, -0.44674], [-2.99774, 2.07305, 10.57097], [-2.77231, 1.06723, 9.44269], [-2.62244, 1.79581, 8.10240], [-2.33202, 0.88968, 6.88417], [-2.49401, 1.73391, 5.63222], [-1.99656, 1.05186, 4.32539], [-0.57962, 0.54942, 4.51702], [-0.54620, -0.41303, 5.69005], [-0.93335, 0.28744, 6.95878], [-3.40564, -0.17119, 6.78211], [-2.46638, 3.01976, 10.45603], [-2.62016, 1.67726, 11.51253], [-4.06578, 2.24564, 10.68357], [-3.72633, 0.54191, 9.38021], [-1.94225, 0.41160, 9.70455], [-1.81350, 2.52383, 8.12828], [-3.60205, 2.22790, 7.90225], [-1.85805, 2.60476, 5.80083], [-3.52558, 2.06393, 5.54461], [-2.11827, 1.75450, 3.49520], [-2.68923, 0.29959, 3.93015], [0.10320, 1.35256, 4.81280], [-0.12903, 0.11472, 3.62441], [0.51226, -0.67751, 5.79744], [-1.01597, -1.37532, 5.47806], [-0.25002, 1.10669, 7.17367], [-0.98038, -0.42867, 7.77760], [-3.15427, -0.84579, 5.96868], [-4.38429, 0.26551, 6.59765], [-3.45371, -0.71635, 7.72152], [3.95149, 1.42565, 2.56704], [3.90057, 2.87285, 3.06556], [2.58840, 3.57568, 2.76700], [2.70550, 5.09956, 2.96561], [1.26341, 5.57292, 3.17348], [1.14651, 7.10899, 3.23447], [1.88713, 7.79273, 2.10164], [3.33864, 7.29489, 1.89724], [3.34008, 5.75169, 1.77036], [3.50945, 5.42883, 4.20930], [3.64611, 1.32460, 1.52042], [3.17018, 0.82501, 3.04331], [4.92186, 0.95469, 2.69493], [4.77169, 3.40483, 2.68500], [3.97393, 2.84923, 4.15460], [1.70712, 3.22539, 3.30152], [2.30895, 3.42582, 1.72030], [0.73328, 5.25106, 2.27298], [0.83189, 5.03173, 4.01070], [0.10657, 7.42715, 3.27759], [1.59726, 7.46034, 4.16422], [1.48282, 7.63863, 1.09731], [1.96288, 8.87028, 2.24270], [3.79673, 7.73310, 1.00575], [4.13240, 7.59920, 2.58580], [2.88237, 5.41171, 0.84320], [4.41609, 5.57176, 1.76651], [3.39164, 6.46199, 4.51128], [4.53490, 5.10224, 4.07502], [3.07706, 4.79432, 4.98388], [1.25249, 0.08546, 0.16504], [-0.11505, 0.69679, 0.45170], [-1.11849, 0.21960, -0.14926], [-0.16252, 1.75765, 1.12323], [1.85709, 0.53014, -0.62718], [1.12655, -0.96047, -0.12265], [1.85682, 0.18888, 1.06683]], "atomic_forces_ev_per_a": [[-1.5, -1.0, -0.1], [1.5, -0.1, 0.3], [-1.0, 0.9, -0.6], [0.3, -0.5, 0.5], [-0.6, 0.1, 0.9], [0.0, -0.3, 0.2], [0.1, -0.1, -0.3], [-0.1, 0.7, -0.3], [0.7, -0.8, -0.3], [-1.0, 0.6, -0.2], [1.6, -0.1, 0.3], [0.7, -0.1, -0.1], [-0.2, 0.4, 0.1], [0.3, -0.1, -0.1], [0.0, 0.1, -0.1], [0.0, 0.0, 0.2], [0.5, 0.1, -0.1], [0.1, 0.2, -0.1], [0.2, 0.0, 0.0], [0.3, -0.1, 0.5], [0.0, -0.2, 0.1], [-0.1, 0.5, 0.0], [-1.1, 0.1, -0.5], [0.0, -0.4, -0.5], [-0.1, -0.3, 0.8], [1.0, 0.7, -0.4], [0.9, -0.6, 0.7], [-1.3, 1.6, -1.4], [0.5, -1.8, -0.6], [-0.1, 1.5, -0.1], [0.0, -0.5, 0.7], [0.0, -0.1, -0.1], [-0.3, -1.5, 0.1], [0.3, 0.1, 0.1], [-0.7, 0.1, -0.2], [0.7, -0.1, 0.2], [-0.2, 0.0, -0.1], [-0.2, -0.3, 0.3], [-0.6, -0.1, 0.2], [0.5, -0.5, 0.4], [-0.4, 0.3, 0.4], [0.0, -0.1, 0.1], [0.1, 0.4, 0.1], [-0.3, 0.6, -0.1], [0.1, 0.0, 0.0], [0.0, 0.3, 0.0], [0.0, -0.1, -0.1], [-0.1, 0.1, -0.4], [0.0, 0.1, 0.0], [0.0, -0.2, 0.1], [0.6, -1.3, 0.4], [0.1, 0.7, -0.9], [0.0, 0.1, 1.6], [0.1, -1.7, -2.0], [-0.4, 0.9, 0.1], [-0.2, 0.1, -0.2], [0.0, -0.1, 0.1], [0.2, 0.1, 0.7], [0.6, 0.9, 0.3], [-0.3, 0.1, 0.3], [1.0, 0.4, 0.4], [0.2, 0.7, -0.3], [-0.4, 0.4, -0.1], [-0.2, 0.4, 0.1], [0.2, 0.1, -0.1], [-0.3, 0.0, -0.2], [0.3, 0.0, 0.9], [-0.3, 0.1, -0.1], [-0.1, 0.1, -0.1], [0.0, -0.2, -0.2], [0.3, -0.3, -0.4], [-0.3, -0.6, -0.1], [-0.1, -0.3, 0.0], [-0.3, 0.1, 0.0], [-0.4, -0.1, -0.4], [0.4, 0.0, 0.7], [-0.9, 0.4, -0.2], [0.9, 0.1, 0.2], [0.4, 0.3, 0.0], [-1.3, 0.7, -0.3], [0.6, -0.6, 0.0], [0.1, -0.2, 0.0], [1.6, 0.0, -0.2], [-1.4, -0.1, 0.5], [0.8, 0.4, 0.9], [-0.3, 0.5, -1.1], [0.1, -0.1, -0.2], [0.0, 0.0, -0.1], [-0.3, -0.1, -0.1], [0.1, -0.3, -0.1], [-0.6, -0.3, -0.3], [-0.2, -0.4, 0.3], [0.0, 0.3, 0.5], [-0.3, -0.1, -0.1], [-0.1, 0.3, 0.0], [0.6, -0.3, -0.5], [-0.1, 0.2, -0.3], [0.0, -0.4, 0.3], [-0.2, -0.2, 0.6], [0.2, -0.5, 0.0], [-0.2, 0.4, 0.7], [0.4, 0.5, -1.1], [-0.7, 0.2, 1.3], [1.2, -0.8, 0.0], [-1.0, 0.0, 0.5], [-0.1, -0.4, -0.1], [0.2, -0.3, 0.0], [0.7, 1.3, -0.4], [-0.2, -0.6, 0.2], [0.3, 0.3, 0.2], [-0.9, -1.3, 0.2], [-0.4, -0.5, 0.0], [0.5, -0.4, 0.0], [-0.4, 0.3, -0.1], [-0.1, 0.1, -0.8], [0.3, 0.0, -0.1], [-0.3, 0.3, 0.1], [0.0, 0.1, -0.1], [-0.3, -0.2, 0.2], [0.0, -0.4, -0.4], [0.0, -0.1, 0.1], [0.4, 0.3, 0.0], [-0.3, 0.2, -0.1], [0.2, 0.5, -0.5], [0.9, 0.2, 0.0], [-0.2, -0.5, 0.0], [0.3, 0.5, -0.6], [0.4, 0.8, 0.7], [-0.5, -0.3, 0.1], [-0.7, -0.3, -0.6], [0.3, 0.0, 0.4], [0.1, -0.2, -0.1], [-0.1, -0.6, -0.2], [0.9, -0.9, 1.1], [-0.4, 0.5, 0.0], [0.1, -0.5, 0.4], [-0.1, 0.1, -0.1], [-0.2, 0.1, 0.1], [0.2, -0.1, 0.1], [0.1, 0.0, -0.1], [0.0, -0.5, -0.1], [0.3, -0.1, -0.3], [0.3, 0.2, -0.4], [0.2, 0.4, -0.3], [0.2, 0.2, 0.4], [-0.3, 0.2, -0.2], [-0.4, 0.4, 0.1], [0.0, 0.0, 0.0], [0.2, 0.0, 0.1], [-0.3, 0.1, -0.2], [-0.2, -0.4, 0.1], [1.2, 0.4, -0.4], [-1.3, -0.6, 0.0], [1.0, -0.3, 0.3], [-1.0, 0.2, -0.6], [0.4, -0.7, 0.9], [1.0, 0.6, -0.3], [-1.2, -0.3, 0.4], [0.9, -1.5, -0.5], [-0.9, -0.3, -0.2], [0.3, -0.2, 0.0], [0.1, 0.2, 0.3], [-0.4, 0.4, -0.3], [-0.6, -0.3, -0.1], [-0.3, 0.3, 0.2], [0.1, 0.6, 0.0], [0.1, 0.0, -0.2], [0.0, 0.0, 0.1], [0.2, 0.3, 0.2], [0.1, 0.0, -0.1], [0.0, 0.1, 0.0], [-0.3, 0.1, -0.6], [-0.5, -0.1, 0.3], [0.7, 0.2, -0.1], [0.1, 0.8, -0.1], [-0.1, 0.6, 0.0], [-0.5, 0.0, 0.3], [0.4, 0.3, 0.4], [0.3, -0.3, 0.0], [-0.1, -0.1, -0.1], [0.2, 0.3, 0.4], [-0.3, 0.3, -0.3], [0.1, -0.8, 0.3], [-1.2, 0.1, -0.6], [1.0, 0.0, -0.6], [-0.7, 0.5, -0.1], [0.0, -0.1, -0.1], [1.5, -0.2, -0.6], [-1.3, -0.5, 0.4], [0.5, -0.3, 0.5], [-0.1, 0.0, -0.2], [-0.2, -0.2, 0.0], [0.1, 0.3, 0.1], [0.4, -0.6, 0.1], [0.0, -0.1, -0.3], [-0.1, 0.2, -0.1], [0.2, 0.5, -0.2], [-0.1, 0.1, 0.0], [0.0, -0.1, 0.3], [0.6, 0.5, 0.3], [0.2, -0.6, 0.7], [-0.2, 0.3, -0.2], [-0.3, 0.0, -0.1], [-0.1, -0.1, 0.3], [-0.5, 0.2, 0.2], [0.0, 0.0, 0.1], [0.2, 0.3, 0.2], [0.0, 0.0, 0.0], [0.1, 0.3, 0.0], [0.1, -0.1, -0.1], [-1.1, -0.1, -0.4], [-0.2, -0.8, 0.7], [0.6, 0.6, -1.1], [-0.6, -0.3, 0.5], [0.0, 1.0, -1.3], [0.7, -0.3, 0.5], [1.6, 0.5, -0.8], [-0.3, -0.6, 0.1], [1.0, 1.6, 0.2], [-0.7, -1.0, 0.2], [0.4, 0.4, -0.2], [0.3, 0.0, 0.4], [0.0, 0.1, 0.2], [-0.1, 0.2, -0.1], [0.5, -0.1, 0.0], [0.3, -0.1, 0.5], [0.0, 0.2, -0.1], [0.0, -0.2, 0.0], [0.3, 0.2, 0.2], [-0.1, -0.2, -0.1], [-0.2, 0.0, 0.1], [-0.8, 0.0, 0.2], [-0.5, 0.0, 0.2], [-0.5, -0.3, -0.4], [-0.6, 0.0, 0.8], [-0.3, -0.2, 0.2], [-0.2, -1.0, 0.0], [0.2, 0.0, -0.3], [0.1, 0.4, -0.1], [0.1, 0.2, 0.2], [0.1, -0.7, 0.7], [-0.4, 1.3, -1.5], [-0.1, -0.2, 0.0], [0.3, 0.1, 0.5], [-0.5, 0.5, -0.1], [0.1, 0.0, 0.2], [0.0, -0.3, 0.0]], "homo_ev": -21.4, "gap_ev": 8.29, "e_tot_ev": -111965.449, "total_charge": 8}